# 1
Formula: C5H8N2
Source: OMol25
Level of theory: wB97M-V/def2-TZVPD

Each line ends with the Löwdin charge.
Element x y z (Å)
C1 -2.4222 -0.6786 0.1627  -0.051
N1 1.0618 -0.0206 -0.1266  -0.229
H1 -1.3355 2.1442 0.1619  0.096
H2 1.4147 2.0762 -0.0686  0.116
H3 2.4096 -1.4317 -0.8204  0.086
H4 -3.1140 -0.2371 -0.5667  0.075
H5 -2.8429 -0.5223 1.1635  0.075
N2 0.0154 -0.8590 -0.0654  0.109
C2 2.4047 -0.5536 -0.1724  -0.029
H6 3.0798 0.2038 -0.5799  0.086
C3 -1.0536 -0.0799 0.0553  -0.368
C4 -0.6850 1.2848 0.0805  -0.040
C5 0.6868 1.2760 -0.0349  -0.085
H7 2.7443 -0.8463 0.8272  0.087
H8 -2.3640 -1.7560 -0.0163  0.072

The energy relative to the best compared isomer or geometry (same formula, charge and spin) comes out at 43.5 kJ/mol. Its net charge is 0. The calculation puts the total energy at -304.8189 Ha. Its structure (SMILES) is Cc1ccn(C)n1.



# 2
Formula: C22H23N6O3PtS4Se
Source: OMol25
Level of theory: wB97M-V/def2-TZVPD

Each line ends with the Löwdin charge.
Element x y z (Å)
O1 -1.3074 -3.3215 2.4105  -0.253
C1 -1.8121 3.0599 -5.1520  -0.062
H1 -2.0876 3.4852 -6.1029  0.113
O2 -0.0397 -1.4018 3.2390  -0.404
C2 3.4498 -0.0907 3.1226  -0.328
N1 -1.0561 -1.2558 0.9845  -0.184
C3 -4.8363 -0.0043 4.4160  -0.308
N2 -2.8048 -2.6317 0.2318  0.151
Pt1 0.3076 -0.0909 -0.3682  1.263
C4 -3.5952 0.6613 4.4195  -0.012
O3 2.2640 0.3625 0.7909  -0.599
H2 -3.9001 -2.7723 2.6650  0.108
H3 -5.8898 -1.7676 3.7868  0.115
H4 1.2911 -2.4810 1.2601  0.058
H5 -1.4370 -1.9147 -3.2369  0.123
H6 -0.1043 0.4029 -3.8568  0.093
S1 -1.1825 -1.9007 2.5119  0.627
C5 2.6788 -0.0773 -2.3631  -0.958
S2 -2.1414 3.7002 -1.1573  1.094
C6 -2.1908 3.7044 -3.9902  -0.072
H7 -3.2571 -3.6425 -2.9290  0.110
H8 4.3262 -2.0245 1.0914  0.077
H9 3.7841 0.9172 2.8942  0.100
H10 -5.8390 1.4472 5.4611  0.108
N3 -0.7615 1.5484 -1.4765  -0.117
C7 2.2403 -2.1205 1.6620  -0.360
Se1 4.2468 0.2833 -2.9840  0.747
C8 -1.0729 1.8756 -5.1133  -0.058
H11 3.4086 -3.2889 0.2775  0.094
H12 -4.1089 -3.9646 -0.5660  0.127
S3 1.9390 -0.3608 2.0872  0.938
H13 -1.5420 0.5745 3.7913  0.096
C9 -1.8446 -2.1536 -2.2637  -0.089
C10 -2.5050 0.0900 3.8048  -0.082
C11 3.0698 -0.2566 4.5797  -0.124
C12 -4.9407 -1.2555 3.7792  -0.010
C13 -1.0713 1.9425 -2.7366  -0.310
H14 -2.7390 4.6319 -4.0143  0.116
H15 -0.7843 1.4053 -6.0389  0.112
C14 -1.7668 -1.8258 0.0172  -0.500
C15 -3.3135 -3.2679 -0.7986  -0.077
C16 -3.8459 -1.8198 3.1666  -0.056
N4 1.5949 -0.3422 -1.9929  -0.114
S4 -0.8662 1.9591 1.0747  0.797
H16 3.9471 -0.1697 5.2177  0.087
H17 3.1862 -1.6055 -0.1910  0.035
C17 -2.8502 -3.0926 -2.0995  -0.017
H18 4.2117 -0.8010 2.8198  0.082
C18 3.3607 -2.2702 0.6553  -0.106
C19 -1.2261 2.3432 -0.5367  -1.072
N5 -1.3233 -1.5288 -1.2281  0.045
C20 -1.8287 3.1345 -2.7805  -0.442
H19 -3.5058 1.6162 4.9137  0.114
C21 -0.6946 1.3058 -3.9179  -0.014
H20 2.4279 -2.6254 2.6057  0.103
H21 2.6155 -1.2287 4.7494  0.074
H22 -6.8029 0.0889 5.0064  0.109
N6 -5.9139 0.5568 5.0033  0.132
H23 2.3538 0.5012 4.8825  0.079
C22 -2.6339 -1.1503 3.1978  -0.296

The energy relative to the best compared isomer or geometry (same formula, charge and spin) comes out at 448.9 kJ/mol. Its net charge is +1. The calculation puts the total energy at -5519.5094 Ha.



# 3
Formula: C3H4N5
Source: OMol25
Level of theory: wB97M-V/def2-TZVPD

Each line ends with the Löwdin charge.
Element x y z (Å)
H1 0.4510 0.3966 1.6471  0.018
H2 0.3626 1.8076 0.6908  0.061
N1 -2.9697 -1.8148 0.0253  0.002
H3 1.9328 0.8682 0.9303  0.038
C1 0.8984 0.8827 0.8317  -0.045
N2 -1.3047 1.3803 -1.7274  0.138
C2 -0.5176 0.7164 -1.2191  -0.250
N3 -1.9532 -1.4319 0.3545  -0.481
N4 1.3762 -0.5859 -1.1324  0.055
H4 2.0663 -1.0533 -0.5862  0.005
N5 -0.8115 -1.2169 0.6362  0.006
C3 0.4694 0.0511 -0.4507  -0.546

The energy relative to the best compared isomer or geometry (same formula, charge and spin) comes out at 218.8 kJ/mol. Its net charge is -1. The calculation puts the total energy at -390.4324 Ha.